i | Here is a molecular structure, C5H7N2 from the OMol25 dataset. Energies are from the ωB97M-V functional and the def2-TZVPD basis.

Each line ends with the natural charge from an NBO analysis.
Positions of all 14 atoms, in Å:
N (1.16, -0.38, -1.22)  -0.30
N (2.14, 1.08, 0.38)  -0.40
C (0.06, -0.05, 0.08)  0.23
C (1.96, 0.32, -0.68)  0.70
C (-0.33, -1.50, 0.42)  -0.63
C (1.01, 0.87, 0.89)  0.19
C (-1.08, 0.80, -0.62)  -0.65
H (-0.88, -1.57, 1.33)  0.27
H (-1.03, 1.78, -0.14)  0.24
H (-2.06, 0.21, -0.52)  0.27
H (0.44, -2.20, 0.38)  0.26
H (0.66, 1.46, 1.83)  0.27
H (-0.96, 0.92, -1.71)  0.29
H (-1.07, -1.76, -0.41)  0.25

For the gap between HOMO and LUMO, the calculation gives 10.426 eV. For the LUMO energy, the calculation gives -6.73 eV. The net charge is +1.

=====

ii | Here is a gas-phase ion, C5H7N2 (charge +1) from the OMol25 dataset. Energies are from the ωB97M-V functional and the def2-TZVPD basis.

Each line ends with the natural charge from an NBO analysis.
Positions of all 14 atoms, in Å:
N (1.49, -1.68, -0.05)  -0.67
N (-1.53, 0.20, -1.04)  -0.27
C (-2.62, 0.67, -1.47)  -0.09
C (0.72, 0.44, 1.13)  -0.60
C (-0.43, -0.26, -0.93)  0.18
C (0.47, -2.07, 0.92)  0.44
C (0.36, -0.75, 0.25)  -0.15
H (-2.79, 1.74, -1.48)  0.23
H (1.06, 1.27, 0.51)  0.26
H (-0.16, 0.76, 1.68)  0.27
H (2.44, -1.49, 0.27)  0.47
H (1.49, 0.18, 1.84)  0.24
H (1.47, -2.19, -0.94)  0.47
H (-3.39, 0.00, -1.80)  0.23

For the gap between HOMO and LUMO (alpha / beta), the calculation gives 6.161 / 6.163 eV. For the LUMO energy (alpha / beta), the calculation gives -6.51 / -6.51 eV. The net charge is +1.

=====

iii | Here is a gas-phase ion, C5H7N2 (charge +1) from the OMol25 dataset. Energies are from the ωB97M-V functional and the def2-TZVPD basis.

Each line ends with the natural charge from an NBO analysis.
Positions of all 14 atoms, in Å:
N (-0.18, 1.54, 0.10)  -0.45
N (-1.95, -0.02, 0.13)  -0.20
C (1.30, -0.19, 0.19)  -0.34
C (-2.79, -0.89, -0.30)  -0.17
C (2.38, -0.96, -0.14)  -0.18
C (-1.15, 0.73, 0.50)  0.35
C (1.01, 1.14, -0.14)  0.13
H (0.62, -0.66, 0.82)  0.22
H (2.35, -1.95, 0.18)  0.22
H (-3.79, -0.58, -0.25)  0.24
H (-0.53, 2.50, 0.10)  0.47
H (1.89, 1.80, -0.15)  0.26
H (-2.36, -1.83, -0.25)  0.23
H (3.20, -0.63, -0.81)  0.22

For the gap between HOMO and LUMO (alpha / beta), the calculation gives 7.134 / 7.131 eV. For the LUMO energy (alpha / beta), the calculation gives -5.33 / -5.33 eV. The net charge is +1.

=====

Stability, highest: iii

=====

i | Here is a gas-phase ion, C5H7N2 (charge +1) from the OMol25 dataset. Energies are from the ωB97M-V functional and the def2-TZVPD basis.

Each line ends with the natural charge from an NBO analysis.
Positions of all 14 atoms, in Å:
N (-2.06, 0.52, -0.25)  -0.60
N (0.31, 0.71, 0.04)  -0.30
C (3.01, 0.20, 0.71)  -0.09
C (1.90, 0.68, -0.22)  -0.09
C (2.64, -0.58, -0.26)  -0.14
C (-0.85, 0.79, -0.23)  0.69
C (-2.53, -0.74, 0.23)  -0.41
H (-2.05, -1.10, 1.12)  0.23
H (-3.65, -0.79, 0.21)  0.25
H (3.64, 0.51, 1.60)  0.29
H (-2.18, -1.36, -0.56)  0.21
H (2.71, -1.42, -0.83)  0.25
H (-2.91, 1.10, -0.60)  0.48
H (2.02, 1.49, -0.98)  0.24

For the gap between HOMO and LUMO, the calculation gives 10.419 eV. Its structure (SMILES) is C[NH+]=C=NC1C=C1. For the LUMO energy, the calculation gives -3.96 eV. The net charge is +1.

=====

ii | Here is a gas-phase ion, C5H7N2 (charge +1) from the OMol25 dataset. Energies are from the ωB97M-V functional and the def2-TZVPD basis.

Each line ends with the natural charge from an NBO analysis.
Positions of all 14 atoms, in Å:
N (-1.01, 1.99, 2.15)  -0.75
N (-1.45, 0.57, 0.23)  -0.33
C (-0.97, -0.27, -0.67)  0.12
C (-1.03, 1.33, 1.06)  0.67
C (1.25, 0.11, 0.15)  0.02
C (0.42, -0.56, -0.61)  -0.21
C (0.99, -1.60, -1.56)  -0.61
H (0.58, -1.42, -2.55)  0.24
H (2.07, -1.56, -1.59)  0.24
H (-1.66, -0.75, -1.34)  0.24
H (-0.60, 2.92, 2.19)  0.45
H (2.14, 0.20, 0.71)  0.23
H (-1.42, 1.63, 3.01)  0.45
H (0.68, -2.58, -1.20)  0.24

For the gap between HOMO and LUMO (alpha / beta), the calculation gives 7.793 / 6.963 eV. For the LUMO energy (alpha / beta), the calculation gives -5.28 / -6.24 eV. The net charge is +1.

=====

Stability, highest: i

=====

i | Here is C2H4ClI in the gas phase from the OMol25 dataset. Energies are from the ωB97M-V functional and the def2-TZVPD basis.

Each line ends with the natural charge from an NBO analysis.
Positions of all 8 atoms, in Å:
I (-1.85, 1.53, 0.84)  0.08
Cl (-0.39, -1.39, -1.61)  -0.07
C (-0.21, 0.04, 0.77)  -0.52
C (0.41, -0.08, -0.64)  -0.39
H (0.34, 0.81, -1.26)  0.22
H (1.49, -0.19, -0.47)  0.22
H (0.71, 0.32, 1.35)  0.23
H (-0.51, -1.01, 1.02)  0.24

For the gap between HOMO and LUMO, the calculation gives 9.904 eV. Its structure (SMILES) is ClCCI. For the LUMO energy, the calculation gives 0.15 eV.

=====

ii | Here is 2 unconnected molecules or ions with the total composition C2H4ClI from the OMol25 dataset. Energies are from the ωB97M-V functional and the def2-TZVPD basis.

Each line ends with the natural charge from an NBO analysis.
Positions of all 8 atoms, in Å:
I (0.86, -0.81, -2.14)  0.39
Cl (-0.37, -2.44, 0.91)  -0.65
C (-0.38, 0.83, 0.11)  -0.76
C (0.80, 0.00, -0.24)  -0.04
H (-0.40, 1.22, 1.17)  0.26
H (-0.69, 1.56, -0.58)  0.24
H (-1.14, 0.21, 0.25)  0.31
H (1.34, -0.58, 0.52)  0.26

For the gap between HOMO and LUMO (alpha / beta), the calculation gives 6.162 / 6.160 eV. For the LUMO energy (alpha / beta), the calculation gives -2.77 / -2.77 eV.

=====

Stability, highest: i

=====

i | Here is C8H8N2OS in the gas phase from the OMol25 dataset. Energies are from the ωB97M-V functional and the def2-TZVPD basis.

Each line ends with the natural charge from an NBO analysis.
Positions of all 20 atoms, in Å:
S (1.68, -1.11, -1.50)  0.20
O (-1.83, -2.45, 0.63)  -0.63
N (-0.86, 0.45, -0.98)  -0.17
N (-0.81, -0.72, -0.41)  -0.24
C (0.44, -1.33, -0.25)  -0.23
C (-2.02, 1.11, -1.16)  -0.04
C (-1.89, -1.31, 0.17)  0.57
C (1.25, -0.84, 1.32)  -0.14
C (2.37, -0.26, 1.04)  -0.21
C (-3.23, 0.58, -0.64)  -0.20
C (2.92, -0.16, -0.41)  -0.51
C (-3.10, -0.57, 0.06)  -0.25
H (-4.14, 1.14, -0.71)  0.23
H (-3.94, -1.15, 0.40)  0.24
H (3.12, 0.77, -0.86)  0.22
H (3.85, -0.70, -0.63)  0.23
H (2.95, 0.29, 1.83)  0.22
H (-1.88, 2.11, -1.72)  0.22
H (0.71, -0.83, 2.16)  0.20
H (0.28, -2.50, -0.10)  0.29

For the gap between HOMO and LUMO, the calculation gives 8.610 eV. Its structure (SMILES) is O=c1cccnn1[C@@H]1C=CCS1. For the LUMO energy, the calculation gives -0.05 eV.

=====

ii | Here is C8H8N2OS in the gas phase from the OMol25 dataset. Energies are from the ωB97M-V functional and the def2-TZVPD basis.

Each line ends with the natural charge from an NBO analysis.
Positions of all 20 atoms, in Å:
S (-1.58, -1.72, 0.05)  0.48
O (-1.76, 2.33, 0.48)  -0.40
N (-3.24, 0.47, 0.39)  -0.65
N (-0.74, -0.41, -0.57)  -0.84
C (1.32, -1.11, 0.47)  -0.29
C (3.26, 0.24, 0.43)  -0.26
C (1.34, 0.77, -1.01)  -0.25
C (-2.35, 1.34, 0.39)  0.94
C (0.59, -0.26, -0.36)  0.13
C (-3.06, -0.85, -0.44)  -0.36
C (2.56, 1.08, -0.45)  -0.20
C (2.63, -0.94, 0.80)  -0.19
H (-4.06, -1.26, -0.27)  0.21
H (-2.98, -0.37, -1.33)  0.22
H (-4.14, 0.43, 0.72)  0.44
H (4.14, 0.49, 0.83)  0.20
H (0.93, -2.02, 1.00)  0.20
H (3.21, -1.58, 1.37)  0.20
H (3.13, 1.93, -0.79)  0.20
H (0.81, 1.44, -1.71)  0.21

For the gap between HOMO and LUMO (alpha / beta), the calculation gives 6.019 / 6.022 eV. For the LUMO energy (alpha / beta), the calculation gives -0.45 / -0.45 eV.

=====

Stability, highest: i